# 1
{
  "formula": "C4H6O",
  "method": "ωB97M-V/def2-TZVPD",
  "elements": ["C", "C", "C", "C", "O", "H", "H", "H", "H", "H", "H"],
  "coordinates": [[2.031224, 0.483938, 0.742296], [1.004039, 0.679993, 0.143185], [-0.329794, 0.778434, -0.452786], [-1.085611, -0.576067, -0.313618], [-0.634974, -1.390450, 0.736873], [2.923946, 0.313046, 1.302099], [-0.270919, 1.056534, -1.512316], [-0.883216, 1.579600, 0.048565], [-1.036368, -1.107613, -1.274725], [-2.136005, -0.369715, -0.095973], [0.323084, -1.490533, 0.633412]],
  "forces_ev_per_a": [[-0.4, 0.1, -0.3], [0.4, -0.1, 0.3], [0.0, 0.0, 0.1], [-0.3, 0.1, -0.3], [0.2, -0.1, 0.0], [-0.1, 0.1, -0.2], [0.1, -0.1, 0.2], [0.1, -0.1, 0.0], [0.0, 0.0, 0.1], [0.1, 0.0, -0.1], [-0.2, 0.0, 0.2]],
  "mol_weight_g_mol": 70.09,
  "smiles": "C#CCCO",
  "homo_ev": -10.1,
  "lumo_ev": 1.006,
  "e_above_lowest_kcal_mol": 33.29,
  "gap_ev": 11.06,
  "energy_ev": -6290.474
}

***

# 2
{
  "formula": "C28H33N4S",
  "method": "ωB97M-V/def2-TZVPD",
  "elements": ["C", "C", "N", "C", "N", "C", "C", "C", "S", "H", "H", "H", "H", "H", "H", "H", "H", "H", "H", "C", "N", "C", "C", "C", "C", "C", "C", "C", "N", "C", "C", "C", "C", "C", "C", "C", "C", "C", "C", "C", "C", "C", "C", "H", "H", "H", "H", "H", "H", "H", "H", "H", "H", "H", "H", "H", "H", "H", "H", "H", "H", "H", "H", "H", "H", "H"],
  "coordinates": [[-3.237553, 2.618898, -0.798620], [-2.168463, 1.679255, -0.320761], [-2.081503, 0.568510, -1.270527], [-3.229994, 0.037697, -1.729118], [-4.432196, 0.622314, -1.609266], [-4.593477, 1.897759, -0.906908], [-5.582427, -0.116836, -2.104666], [-5.046860, -1.364799, -2.774225], [-3.287300, -1.545381, -2.425946], [-3.285865, 3.477907, -0.113694], [-3.013661, 3.008369, -1.801435], [-1.180733, 2.168097, -0.344505], [-2.402401, 1.315821, 0.704887], [-5.020756, 1.744851, 0.110132], [-5.319954, 2.537240, -1.445308], [-6.248526, -0.364327, -1.284225], [-6.188911, 0.456654, -2.796900], [-5.607038, -2.255466, -2.508004], [-5.136437, -1.278242, -3.856781], [0.534453, -0.550481, -5.619164], [0.671972, -0.193818, -4.193557], [-0.328137, -0.347487, -3.257454], [0.163689, -0.136367, -1.968853], [-0.597715, -0.413616, -0.785976], [0.091879, -0.478301, 0.526642], [1.359403, -1.102868, 0.660480], [2.019427, -1.180672, 1.863527], [1.488379, -0.584756, 3.044807], [2.159592, -0.648774, 4.227822], [3.365777, -1.468576, 4.361356], [4.171490, -1.575338, 3.065656], [3.286906, -1.960488, 1.884088], [1.535085, -0.157293, 5.453258], [0.578386, 1.009927, 5.192126], [-0.458107, 0.641415, 4.140042], [0.190126, -0.001405, 2.949662], [-0.496032, -0.063550, 1.752490], [1.535949, 0.360967, -2.134686], [2.507768, 0.790234, -1.234258], [3.812067, 0.959715, -1.707241], [4.157246, 0.660134, -3.049085], [3.169630, 0.298808, -3.994529], [1.831912, 0.277220, -3.536603], [1.458985, -0.313251, -6.150586], [0.334481, -1.617868, -5.830289], [-0.281575, 0.023207, -6.086901], [-1.365161, -0.555772, -3.561222], [-1.473186, -1.112775, -0.890076], [1.843963, -1.498163, -0.233105], [3.990448, -1.013014, 5.144008], [3.073303, -2.489258, 4.682307], [4.657854, -0.608092, 2.868717], [4.953688, -2.336596, 3.186165], [3.027231, -3.028082, 1.959286], [3.838679, -1.848148, 0.938600], [0.982333, -0.971302, 5.966818], [2.327062, 0.185982, 6.129739], [0.057854, 1.302193, 6.113016], [1.147243, 1.874149, 4.827854], [-1.187897, -0.054970, 4.581299], [-1.034600, 1.526739, 3.828948], [-1.514641, 0.283530, 1.728535], [2.250059, 0.872357, -0.182837], [4.588035, 1.240239, -0.989411], [5.201120, 0.758864, -3.351906], [3.437632, 0.037084, -5.043639]],
  "forces_ev_per_a": [[-0.7, 0.7, -0.2], [-0.3, 0.3, -0.7], [-1.5, 0.7, 1.6], [1.4, 1.0, 1.6], [0.4, 0.5, -0.1], [-0.2, 0.7, 0.7], [0.0, -0.1, 0.4], [-0.4, -0.4, -1.1], [-0.1, -0.3, 0.1], [-0.3, -0.2, -0.3], [0.3, -0.1, 0.3], [-0.4, -0.2, 0.3], [0.2, 0.4, -0.8], [0.2, -0.2, -0.6], [0.4, -0.4, 0.1], [0.0, -0.1, 0.4], [0.2, 0.4, -0.2], [0.2, -0.1, 0.3], [0.0, 0.0, 0.0], [-0.1, 0.2, -0.2], [-0.3, 0.2, 0.3], [1.0, -0.1, -0.2], [1.0, 0.1, -1.6], [-2.6, -1.7, -1.4], [-0.4, 0.3, 1.8], [-1.0, 0.8, -0.8], [-0.4, 0.2, 0.2], [-0.6, -0.3, -0.8], [0.3, 0.4, 0.1], [-0.2, -0.3, 0.1], [0.1, 0.2, 0.0], [0.5, -0.5, 0.3], [-0.2, 0.0, 0.2], [0.0, 0.1, -0.2], [-0.4, -0.2, 0.3], [0.4, -0.4, -0.2], [0.6, 0.0, -1.2], [-0.9, -0.4, -0.9], [0.8, -0.1, -0.4], [-0.3, -0.3, 0.1], [-0.9, 0.2, -0.3], [0.3, 0.5, 0.3], [0.2, -1.4, 0.4], [-0.1, 0.1, 0.2], [0.1, 0.4, 0.7], [0.3, -0.1, 0.3], [1.0, -0.1, 0.0], [2.4, -1.0, 0.3], [-0.1, 0.0, 0.3], [-0.2, -0.2, -0.1], [0.2, 0.3, 0.1], [-0.1, -0.2, 0.0], [-0.1, 0.3, 0.1], [0.1, 0.2, 0.0], [-0.2, 0.0, 0.2], [0.2, 0.2, -0.2], [-0.1, -0.2, -0.1], [0.3, -0.1, -0.1], [0.0, -0.1, 0.2], [0.1, 0.1, 0.0], [0.2, -0.2, 0.1], [0.0, 0.1, 0.3], [0.3, 0.3, -0.3], [-0.2, 0.0, -0.4], [-0.4, -0.2, 0.0], [-0.2, 0.4, 1.0]],
  "mol_weight_g_mol": 457.67,
  "charge": 1,
  "homo_ev": -9.5,
  "lumo_ev": -2.496,
  "e_above_lowest_kcal_mol": 48.72,
  "gap_ev": 7.02,
  "energy_ev": -46360.206
}